Below is a 6-piece molecular cluster, C23H59NO19PS5 overall, with properties calculated with ωB97M-V with the def2-TZVPD basis set.

```
108
Properties=species:S:1:pos:R:3
H 5.104 0.493 0.824
H 12.094 -2.520 4.475
H -7.029 -4.892 -3.068
H 1.191 1.021 3.504
H 6.642 -1.324 4.367
O -0.841 4.325 -0.602
H -3.349 -3.626 -0.542
O 8.725 -1.739 5.099
H -2.269 -2.612 4.229
O -9.942 -5.142 -2.169
C 1.989 10.459 -6.305
O 0.390 -0.925 1.270
H -5.716 -6.113 -3.007
H 4.751 -1.338 5.361
H 3.191 10.911 -4.579
C 5.997 -0.300 2.612
C 5.794 -1.376 3.677
C -11.978 -6.779 -1.994
H -11.882 -4.329 -6.127
H -1.261 7.152 -7.505
H 3.312 1.556 1.861
H -0.570 8.345 -8.640
N 1.510 0.062 3.639
H 0.458 7.040 -7.966
H -12.321 -6.180 -1.155
H -0.166 -4.206 3.023
C -4.590 -1.862 -0.323
C 2.447 -0.308 2.551
H 10.298 -2.055 8.628
H -12.812 -7.120 -2.601
C -4.388 -3.366 -0.329
S 0.215 3.236 -0.128
C 2.662 10.059 -5.006
H 5.800 -2.381 3.243
C 9.425 -3.956 8.147
H 10.347 -4.534 8.209
H 2.298 -0.879 0.486
H 2.882 -1.281 2.762
H 3.372 9.249 -5.176
C 0.108 5.274 -2.673
C -0.917 2.277 0.835
C -0.372 7.716 -7.777
H 0.366 6.216 -3.157
C -11.527 -3.549 -4.149
O 1.174 3.854 0.745
S 9.869 -2.603 5.217
H 6.814 -0.655 1.975
S -10.908 -5.803 -2.999
O 1.394 9.340 -6.989
C -11.091 -3.822 -5.575
C 0.239 -1.737 2.405
H 4.001 0.985 3.394
H -5.640 -1.618 -0.160
H 10.918 -2.137 3.192
H -10.726 -3.087 -3.568
C 0.274 -0.836 3.637
C -0.348 5.522 -1.250
H -1.741 1.968 0.198
H -11.398 -7.630 -1.642
O -5.257 -4.032 -1.256
O -3.554 -4.350 -3.008
O 9.739 -4.008 4.975
H 1.597 0.713 0.891
O -11.995 -4.733 -3.476
H 8.801 -4.417 7.383
H 8.810 -1.924 7.703
O -1.101 -4.138 2.789
O -0.928 9.798 -6.291
H 0.984 4.627 -2.704
H 11.304 -0.911 4.433
O -5.333 -2.632 -3.293
C 4.786 -0.074 1.702
H 8.899 -4.024 9.100
H -1.270 2.881 1.667
O -2.375 -1.997 3.484
O -10.489 -6.587 -4.123
H 0.448 5.965 -0.647
H -0.385 1.401 1.195
H -5.971 -5.141 -4.482
H -10.849 -2.886 -6.080
H 6.358 0.619 3.081
S -4.907 -3.913 -2.815
C 1.685 -0.328 1.201
H 2.728 10.862 -6.995
H 1.936 9.709 -4.274
O 0.331 7.906 -5.274
H 4.446 -1.036 1.304
P -1.451 -2.604 2.234
H 0.992 -2.538 2.452
H -12.370 -2.859 -4.146
S 0.033 8.741 -6.401
H -1.183 6.220 -1.245
C 11.188 -1.972 4.233
C 3.625 0.669 2.420
H -4.295 -1.419 -1.274
H 1.238 11.234 -6.142
H -10.209 -4.461 -5.606
O 4.575 -1.209 4.426
C 9.727 -2.507 7.819
O 10.546 -2.364 6.642
O 0.645 2.448 -1.244
H -3.990 -1.405 0.466
H -0.680 4.786 -3.247
C -6.023 -5.146 -3.396
H -0.607 -0.193 3.638
H 0.221 -1.398 4.571
H -4.630 -3.771 0.654
H 1.942 -0.043 4.555
```

* lowest unoccupied orbital energy: -2.78 eV
* Kohn-Sham gap: 0.335 Eh
* net charge: +1
* HOMO: -0.4376 hartree

Below is a 8-piece molecular cluster, C23H60Cl2O21S7 overall, with properties calculated with ωB97M-V with the def2-TZVPD basis set.

```
113
Properties=species:S:1:pos:R:3
H -1.633 26.652 -11.157
S 6.755 27.827 -16.632
C -2.659 26.597 -11.528
H 6.526 25.690 -13.123
C -4.312 34.537 -18.605
H -0.983 30.693 -19.115
C 6.083 25.328 -14.054
O 7.079 29.193 -16.429
C 0.850 26.923 -17.205
C 5.475 21.005 -16.766
H -0.041 23.923 -19.296
O -3.465 30.427 -18.696
O 7.346 27.121 -17.716
H 0.601 22.784 -24.200
H 0.765 31.790 -12.952
H 2.319 22.404 -24.020
S 2.097 29.934 -12.621
H -6.180 25.109 -23.474
H -3.257 25.406 -9.866
O 2.509 24.166 -18.476
C -2.087 28.316 -21.570
H 0.235 26.134 -16.770
H -4.207 28.125 -21.643
H 3.643 30.906 -9.520
S -3.964 25.739 -23.620
H 0.688 24.214 -22.183
C 1.016 28.005 -16.189
H 4.789 26.566 -16.529
H 7.937 25.173 -15.138
H 6.168 22.907 -17.564
H 4.601 28.220 -15.837
H -4.032 28.815 -12.792
O 2.214 21.214 -21.678
O 4.850 24.925 -18.372
C -3.341 25.382 -10.949
S -2.715 31.116 -17.695
H -4.391 25.371 -11.256
H 1.685 31.348 -14.427
S -2.165 27.772 -13.749
H -4.941 34.921 -19.405
H -1.225 28.111 -22.204
H 3.353 32.604 -9.214
O 2.779 29.014 -13.459
H -0.739 32.267 -18.216
C -3.345 27.856 -22.260
H 4.165 23.298 -20.758
H -2.044 27.781 -20.623
O -3.250 26.422 -22.380
O -2.653 26.496 -12.955
O 0.012 22.313 -21.772
O -1.143 28.412 -12.982
H 5.597 22.973 -15.893
H -3.399 29.714 -14.218
H 5.859 24.269 -13.946
C -0.346 24.215 -20.301
C -1.015 31.222 -18.164
H 5.517 20.554 -17.757
O -2.786 30.788 -16.316
H 6.402 20.697 -16.276
O 3.189 30.987 -12.149
C 3.694 31.897 -9.972
C -3.646 28.740 -13.804
H 4.637 20.643 -16.178
H 1.593 23.427 -20.911
H -5.784 26.358 -22.249
H -3.041 33.200 -19.739
C 4.286 22.791 -19.806
H -4.282 28.186 -14.488
Cl -0.086 27.462 -18.639
H -0.146 25.283 -20.360
O -3.544 26.394 -24.813
C 5.018 27.622 -16.644
H -4.605 32.526 -19.262
H 2.898 32.964 -11.663
H 0.086 28.468 -15.900
O 0.214 20.092 -22.602
H -2.108 29.388 -21.379
O -3.734 24.346 -23.454
C -5.693 26.062 -23.287
O -3.132 32.666 -17.745
O -1.898 27.315 -15.064
S 0.991 21.259 -22.420
H 0.242 30.369 -13.975
O 4.079 22.885 -17.239
H -3.460 28.296 -23.252
H 4.735 32.097 -10.222
H -1.370 23.936 -20.529
C 0.590 23.556 -21.311
C -3.777 33.149 -18.931
H 3.548 21.991 -19.742
H 6.609 25.250 -16.166
H 1.768 31.825 -10.862
H -3.480 35.218 -18.425
H 5.144 25.887 -14.114
C 1.315 21.988 -24.006
H 1.219 21.201 -24.748
H 5.273 22.367 -19.648
O 1.392 29.491 -11.463
C 6.966 25.674 -15.221
H -6.036 26.815 -23.989
C 1.062 30.983 -13.616
H -4.905 34.485 -17.691
H -3.155 27.497 -11.148
C 2.794 31.988 -11.192
C 5.438 22.507 -16.862
Cl 2.042 29.350 -16.854
H 1.765 26.464 -17.565
H -0.401 30.655 -17.472
S 3.892 23.870 -18.466
O 7.136 27.086 -15.276
H 1.603 27.650 -15.345
H -2.929 24.466 -11.373
H 4.609 27.962 -17.591
```

* lowest unoccupied orbital energy: 0.31 eV
* Kohn-Sham gap: 0.398 Eh
* HOMO: -0.3870 hartree

Q: The highest Kohn-Sham gap belongs to which entry?
A: C23H60Cl2O21S7